# 1
{
  "formula": "C6H12NO",
  "method": "ωB97M-V/def2-TZVPD",
  "symbols": ["C", "C", "C", "C", "C", "C", "N", "O", "H", "H", "H", "H", "H", "H", "H", "H", "H", "H", "H", "H"],
  "positions_angstrom": [[-1.22525, -1.29414, -0.83374], [-0.57493, -0.18505, -0.73565], [-2.29869, -0.48487, -1.65606], [-1.48763, 0.83983, -1.33303], [0.94742, -1.23447, 2.22560], [1.17556, 0.62147, 0.75443], [2.07859, 1.28112, -0.18630], [1.81901, -0.39918, 1.46809], [-1.26705, -2.19410, -0.33195], [-2.39957, -0.67604, -2.71932], [-3.11726, -0.63735, -1.03780], [-1.92254, 1.49798, -0.64253], [-1.11304, 1.27222, -2.18242], [0.50316, -0.72825, 3.00602], [1.41455, -2.10934, 2.61709], [0.12561, -1.48814, 1.43153], [0.70904, 1.39954, 1.49145], [2.48478, 0.55020, -0.81594], [2.74556, 1.96653, 0.24861], [1.40267, 2.00205, -0.76806]],
  "atomic_forces_ev_per_a": [[-0.5778, 1.0111, -1.3035], [2.5627, 2.5546, 2.5600], [2.1273, 0.0239, 0.1735], [-0.0431, -2.9228, 0.4232], [-1.8230, -0.5244, -3.9010], [-3.0856, -1.5194, 1.6514], [-1.5386, 2.6072, -1.6087], [0.8049, 1.3475, -1.1052], [0.1505, -1.9341, 0.4000], [-0.1632, -0.3039, 0.1484], [-2.2248, 0.3340, 0.5198], [-0.6951, 0.8813, 0.8251], [0.7256, 1.5225, -2.0526], [-0.9709, 1.3707, 1.7364], [0.8082, -0.4277, -0.2079], [1.1573, -0.0929, 1.8522], [0.6408, -1.1751, -1.5837], [0.0146, 1.0526, 0.4962], [0.0693, -1.2418, -0.3599], [2.0608, -2.5633, 1.3362]],
  "mulliken_charge": [-0.35, 0.18, -0.38, -0.76, -0.30, -0.35, -0.30, -0.37, 0.43, 0.33, 0.25, 0.29, 0.34, 0.33, 0.28, -0.07, 0.29, 0.36, 0.38, 0.42],
  "homo_energy_ha": -0.44877,
  "charge": 1,
  "total_energy_ev": -9941.055
}

---

# 2
{
  "formula": "C24H36F3N2O15P3",
  "method": "ωB97M-V/def2-TZVPD",
  "symbols": ["C", "C", "C", "C", "C", "C", "P", "O", "C", "N", "C", "O", "F", "C", "O", "F", "C", "C", "C", "C", "C", "O", "O", "C", "C", "C", "O", "N", "F", "C", "O", "H", "H", "H", "H", "H", "H", "H", "H", "H", "H", "H", "H", "H", "H", "H", "H", "H", "H", "C", "O", "P", "O", "O", "C", "O", "C", "H", "H", "H", "H", "H", "H", "H", "H", "H", "C", "O", "P", "O", "O", "C", "O", "C", "H", "H", "H", "H", "H", "H", "H", "H", "H"],
  "positions_angstrom": [[-2.92387, -4.30506, 3.33126], [-2.86665, -3.71260, 1.89851], [-1.57050, -2.86542, 1.78303], [-0.29588, -3.71757, 1.93135], [-1.59473, -1.95610, 0.56495], [-2.10179, -0.64409, 0.61339], [-2.79791, -0.05100, 2.21801], [-1.78775, 0.57264, 3.09603], [-2.08546, 0.19647, -0.50630], [-2.61176, 1.55924, -0.50961], [-2.01105, 2.40193, 0.45527], [-2.54480, 3.01566, 1.30273], [-0.69177, 2.41168, 0.33488], [-4.02164, 1.64425, -0.49017], [-4.59294, 2.65530, -0.66222], [-4.71341, 0.51755, -0.32177], [-1.57184, -0.25600, -1.72638], [-1.57637, 0.63150, -2.96474], [-0.13599, 0.83290, -3.50000], [0.46472, 2.14548, -2.92169], [0.21006, 3.31241, -3.84283], [-0.34491, 4.30196, -3.43538], [0.60013, 3.17199, -5.11844], [-1.07893, -1.54818, -1.81116], [-1.11327, -2.37136, -0.67342], [-0.55114, -3.70418, -1.13059], [-0.65807, -4.80552, -0.70801], [0.15777, -3.41991, -2.36175], [1.51052, -3.15623, -2.16699], [-0.49836, -2.30082, -2.98784], [-0.55578, -2.07387, -4.14772], [-3.06946, -5.38647, 3.32734], [-3.77158, -3.89692, 3.88628], [-2.02893, -4.09344, 3.91521], [-3.69043, -2.99890, 1.84409], [-2.90880, -4.47853, 1.12656], [-1.58636, -2.20943, 2.65828], [0.02748, -3.76092, 2.97240], [0.55139, -3.33311, 1.36230], [-0.48513, -4.74945, 1.64193], [-3.35496, -1.20290, 2.80401], [-3.88474, 0.80782, 1.95232], [-2.22037, 0.14099, -3.69888], [-1.99077, 1.61727, -2.76611], [-0.15107, 0.89085, -4.58687], [0.54050, 0.03522, -3.20318], [1.55277, 2.01175, -2.90758], [0.14647, 2.35170, -1.90621], [0.67915, 4.05014, -5.51502], [5.32126, -5.31186, -3.63238], [6.19708, -5.08991, -2.53392], [6.06006, -5.85955, -1.09234], [5.19205, -7.03308, -1.40028], [5.31937, -4.63507, -0.36141], [4.06623, -4.17108, -0.82953], [6.70614, -6.29655, 0.36461], [7.81610, -7.21172, 0.32476], [5.92434, -5.45929, -4.52869], [4.67393, -6.17447, -3.50358], [4.71864, -4.41338, -3.77153], [3.44897, -4.98570, -1.21071], [4.21667, -3.41630, -1.60400], [3.54842, -3.69818, 0.00290], [8.61838, -6.82866, -0.30555], [7.48832, -8.18439, -0.04528], [8.19116, -7.32322, 1.33870], [-2.44818, 6.31953, 0.93849], [-2.73674, 7.34944, 1.87753], [-1.58560, 8.20707, 2.66587], [-0.35090, 7.97001, 1.86201], [-1.69272, 7.35133, 4.02096], [-1.40218, 5.96224, 4.02107], [-1.14638, 9.52217, 3.56829], [-1.22562, 10.80085, 2.91491], [-3.05728, 6.48603, 0.04897], [-1.40496, 6.27628, 0.63770], [-2.74565, 5.36857, 1.37522], [-0.59730, 5.71868, 3.32656], [-2.29951, 5.39257, 3.77371], [-1.09515, 5.68774, 5.02778], [-2.22415, 10.97632, 2.51457], [-0.49039, 10.85852, 2.11060], [-1.00623, 11.56640, 3.65472]],
  "atomic_forces_ev_per_a": [[-0.3826, -0.3625, -0.1424], [0.6760, 0.6200, 1.1209], [-0.0571, 0.0919, 0.0749], [-0.0189, -0.2353, 0.2410], [-0.0065, -0.2352, -0.2076], [-0.6715, 0.2398, 0.5473], [0.6287, 0.0500, 0.6691], [0.2259, 0.0777, -0.0657], [0.7362, -0.7690, -0.8923], [-0.2805, -1.7550, 1.5619], [0.2427, 0.4424, 0.2911], [-0.4369, 0.3143, 0.0147], [0.0672, -0.3703, -0.4660], [-0.4939, 1.3880, -0.5998], [-0.2549, 0.4781, 0.0298], [0.7371, -0.6341, -0.1160], [-0.4002, 1.1103, -0.8985], [0.5286, -0.5463, 0.0242], [-0.1717, 0.6671, 0.4456], [0.8229, -0.8704, -1.3866], [-0.9540, 0.5678, 1.3699], [0.1734, 0.3292, -0.3427], [0.6720, -0.4651, 0.0132], [-0.6803, -0.0070, 0.8593], [0.2762, -0.3902, -0.8607], [0.5250, 1.0026, 0.7106], [-0.1063, -0.1664, 0.1704], [-0.5195, -1.6760, -1.7593], [-0.0155, 0.1719, 0.2517], [0.1699, 1.0154, 1.6852], [0.1671, -0.0673, -0.3759], [0.1071, 0.0340, -0.0372], [0.0683, 0.0428, -0.0354], [0.0231, -0.0237, -0.0815], [-0.2200, -0.3519, -0.6115], [-0.1242, 0.1269, -0.0902], [0.1051, 0.0462, -0.1054], [-0.0829, 0.1884, -0.0179], [-0.0773, 0.0092, -0.0329], [0.1123, 0.0772, -0.1821], [-0.3909, 0.1803, -0.3792], [0.0134, -0.3698, -0.2419], [0.1614, 0.0388, -0.1113], [-0.1620, -0.1191, 0.0993], [0.1317, -0.1247, 0.0338], [-0.2279, -0.1948, -0.1464], [-0.0478, 0.0853, 0.0876], [-0.1879, 0.2249, -0.1147], [-0.3752, 0.0629, 0.0099], [0.0373, -0.4449, -0.7446], [2.3082, 0.1487, 1.4442], [-6.2550, -0.8004, 0.7694], [0.9165, 0.1458, -0.3156], [0.4266, -0.0921, 0.7180], [-0.0163, 0.2527, -0.3740], [2.3493, 1.1450, -2.0703], [-0.0019, -0.2993, 0.0367], [0.0358, 0.0042, 0.0543], [0.0890, -0.0408, 0.2756], [0.0503, 0.0251, 0.1679], [0.0622, -0.0437, -0.0260], [-0.0717, -0.0477, -0.0762], [0.1150, -0.0631, 0.0992], [0.0634, -0.0311, 0.0601], [-0.0312, 0.0430, -0.0341], [-0.0934, 0.0945, 0.0241], [-0.0600, -0.1054, -0.9598], [-0.9642, 2.3777, 1.0290], [4.7014, -4.2251, 0.8808], [-0.7783, 0.5353, -0.2753], [0.0751, 0.6719, 0.4805], [-0.3151, -0.2673, -0.1382], [-3.0077, 0.4247, -1.3391], [0.2189, 0.1401, -0.1270], [0.0077, 0.0650, 0.0371], [0.0834, 0.2435, 0.2175], [0.0016, 0.1198, 0.1960], [-0.0184, 0.0600, -0.0531], [0.0481, -0.0528, -0.0900], [0.0147, 0.1346, 0.0249], [0.0061, 0.0919, 0.0228], [-0.0247, -0.0553, -0.0037], [0.0024, -0.1041, 0.0793]],
  "mulliken_charge": [-1.22, -0.38, -0.09, -2.07, 0.37, 0.22, 0.42, -0.73, -1.30, 0.45, 0.56, -0.46, -0.27, 0.64, -0.45, -0.19, 0.45, -1.17, -0.61, -0.49, 0.44, -0.57, -0.45, 0.45, 0.57, -0.01, -0.44, -0.17, -0.08, 0.12, -0.47, 0.33, 0.34, 0.33, 0.34, 0.47, 0.88, 0.47, 0.48, 0.39, 0.14, 0.05, 0.57, 0.41, 0.40, 0.43, 0.43, 0.04, 0.38, -0.59, -0.40, 1.03, -0.67, -0.41, -0.68, -0.27, -0.72, 0.25, 0.34, 0.23, 0.42, 0.29, 0.31, 0.33, 0.32, 0.23, -0.58, -0.40, 0.99, -0.66, -0.38, -0.53, -0.27, -0.71, 0.35, 0.36, 0.16, 0.34, 0.16, 0.33, 0.32, 0.31, 0.24],
  "smiles": "CC[C@@H](C)c1c([PH2]=O)c(N(C(=O)F)C(=O)F)c(CCCC(=O)O)c2c1C(=O)N(F)C2=O.COP(=O)(OC)OC.COP(=O)(OC)OC",
  "homo_energy_ha": -0.35920,
  "charge": 0,
  "total_energy_ev": -95181.480
}

---

# 3
{
  "formula": "C5H11NO3",
  "method": "ωB97M-V/def2-TZVPD",
  "symbols": ["C", "C", "C", "C", "C", "N", "O", "O", "O", "H", "H", "H", "H", "H", "H", "H", "H", "H", "H", "H"],
  "positions_angstrom": [[-0.39628, -1.81840, 0.96813], [0.74330, 0.68026, 1.38950], [-0.83552, 1.76689, -0.29262], [-0.92362, -0.68631, 0.09865], [-0.16970, 0.57938, 0.26037], [1.25256, -0.22589, -2.32479], [2.20763, -0.41564, -3.03096], [0.08975, -0.37273, -2.66387], [1.50177, 0.18407, -1.11595], [-0.54357, -1.68330, 1.95103], [0.75317, -2.00353, 0.71255], [-0.80208, -2.81255, 0.84835], [0.30552, 0.25718, 2.38691], [1.56624, 0.00122, 1.42891], [1.31599, 1.53581, 1.43395], [-1.31110, 1.57258, -1.16337], [-1.78195, 2.04951, 0.39325], [-0.07358, 2.50521, -0.44444], [-2.08103, -0.37520, 0.21722], [-0.81751, -0.73857, -1.05280]],
  "atomic_forces_ev_per_a": [[2.6651, -1.4785, -4.2341], [-0.3136, -1.9595, 1.9302], [-0.2867, 0.8658, 3.2164], [-1.7035, 1.0008, -1.2086], [-0.4800, -1.6145, 0.3227], [0.7204, 0.5249, 0.6389], [0.2785, -0.2830, -0.5472], [-0.8724, -0.1206, -0.4713], [-1.1214, 0.4545, 1.1527], [-0.1338, 1.0776, 3.6688], [-2.3378, 0.6492, 0.7481], [-0.6062, -0.1129, -0.8420], [0.0476, 1.5732, -1.6181], [0.4351, -1.2695, -1.0399], [0.3164, 2.6146, 0.5614], [-1.1935, -0.8854, -3.0480], [2.5788, -0.2634, -0.9291], [-0.1427, 1.0270, 0.2031], [2.4309, -0.9590, 0.0110], [-0.2809, -0.8413, 1.4853]],
  "mulliken_charge": [-1.44, -1.57, -1.61, -0.05, 1.32, 1.10, -0.64, -0.67, -0.52, 0.45, 0.23, 0.39, 0.30, 0.44, 0.44, 0.44, 0.33, 0.43, 0.31, 0.31],
  "homo_energy_ha": -0.35287,
  "charge": 0,
  "total_energy_ev": -12989.336
}

---

# 4
{
  "formula": "C3H9NO2",
  "method": "ωB97M-V/def2-TZVPD",
  "symbols": ["C", "C", "N", "C", "O", "H", "H", "H", "H", "H", "H", "H", "O", "H", "H"],
  "positions_angstrom": [[-2.17261, -0.37632, 1.18506], [-1.46750, -0.51015, -0.15602], [-0.48348, -1.58440, -0.14938], [0.86047, -1.42177, -0.27728], [1.55976, -2.42103, -0.21049], [-2.16766, -1.35093, 1.70671], [-3.15461, 0.07562, 1.16801], [-1.62612, 0.20302, 1.94340], [-2.24893, -0.61403, -0.91355], [-0.99428, 0.41919, -0.46486], [-0.83729, -2.33963, 0.41509], [1.15732, -0.36569, -0.43617], [3.68884, 3.33501, -1.61904], [4.32421, 4.01088, -1.42428], [3.56187, 2.94022, -0.76721]],
  "atomic_forces_ev_per_a": [[0.9538, -0.1878, 1.5020], [-0.2290, 0.7592, -0.1248], [-1.5164, 1.3695, 0.2185], [-0.5231, -1.9056, 0.2551], [0.6023, 1.4093, -0.0085], [-0.6772, 0.1095, -0.4918], [-0.3297, -0.2373, -0.3205], [0.2719, 0.2425, -0.5069], [0.2014, -0.6677, -0.1776], [0.3189, 0.1541, 0.2025], [0.6421, -0.6775, -0.3685], [0.2844, -0.3660, -0.1843], [-0.2748, -0.1224, -0.5217], [0.5717, 0.6875, -0.1320], [-0.2962, -0.5672, 0.6586]],
  "mulliken_charge": [-1.07, -0.24, -0.19, 0.23, -0.58, 0.27, 0.34, 0.28, 0.23, 0.28, 0.24, 0.21, -0.62, 0.32, 0.31],
  "smiles": "CCNC=O.O",
  "homo_energy_ha": -0.35790,
  "charge": 0,
  "total_energy_ev": -8841.684
}